18
Properties=species:S:1:pos:R:3:forces:R:3 method="wB97M-V/def2-TZVPD" total_charge=+1 lumo_ev=-3.05 e_homo_ev=-13.83 orbital_gap_ev=10.8
C -0.371098 2.845699 1.541371 -0.14 -0.62 -0.85
C 2.078147 2.143591 -0.710142 -2.83 -0.17 -1.86
C -1.402942 -3.435392 -0.362556 0.93 1.86 3.24
N -0.509055 -2.335324 -0.716342 1.96 2.53 1.40
O -0.076191 0.195143 0.247180 0.61 1.51 -0.27
Si 0.518367 1.665129 0.337815 -0.69 -1.56 -0.11
H -1.120098 -4.263532 -0.890461 0.73 -2.36 -0.93
H -0.125071 2.670501 2.560715 1.08 -0.35 0.97
H -0.193515 3.902543 1.369698 -0.24 0.07 -0.25
H 2.908185 1.759531 -0.181584 1.15 -0.40 0.35
H 2.001598 1.712526 -1.826275 0.20 0.88 2.70
H 2.090584 3.241058 -0.742362 0.31 -0.28 -0.10
H -1.348389 -3.515207 0.757934 -0.37 -0.40 -1.27
H -2.306532 -3.092218 -0.686159 -2.91 0.30 -0.48
H -0.395823 -2.322126 -1.722425 0.40 0.26 -0.18
H 0.425848 -2.493795 -0.241285 -1.11 0.41 -1.10
H -1.434538 2.567024 1.637674 0.19 0.33 -0.89
H -0.739478 -1.245152 -0.372796 0.74 -2.00 -0.38